{
  "formula": "C10H26Cl4N6O12",
  "method": "the ωB97M-V functional and the def2-TZVPD basis",
  "species": ["C", "N", "O", "O", "H", "H", "H", "C", "N", "O", "O", "H", "H", "H", "C", "N", "O", "O", "H", "H", "H", "C", "N", "O", "O", "H", "H", "H", "C", "N", "O", "O", "H", "H", "H", "C", "N", "O", "O", "H", "H", "H", "Cl", "C", "C", "Cl", "H", "H", "H", "H", "Cl", "C", "C", "Cl", "H", "H", "H", "H"],
  "positions_angstrom": [[-1.297, -2.888, -2.502], [-0.341, -2.095, -3.330], [0.603, -2.718, -3.780], [-0.540, -0.906, -3.460], [-1.838, -3.516, -3.205], [-1.968, -2.203, -1.994], [-0.774, -3.465, -1.748], [2.562, -0.405, -3.760], [3.888, 0.210, -3.925], [4.426, 0.711, -2.967], [4.383, 0.175, -5.038], [2.622, -1.486, -3.717], [1.974, -0.154, -4.636], [2.172, 0.032, -2.851], [0.035, 0.507, 6.002], [0.153, 0.665, 4.508], [-0.295, 1.712, 4.095], [0.549, -0.262, 3.827], [0.646, -0.340, 6.303], [-1.013, 0.269, 6.155], [0.420, 1.430, 6.414], [-1.134, -3.490, 2.544], [-2.594, -3.426, 2.279], [-3.019, -2.443, 1.697], [-3.279, -4.386, 2.563], [-0.873, -4.468, 2.934], [-0.917, -2.613, 3.149], [-0.505, -3.370, 1.665], [1.014, 3.551, -4.213], [-0.046, 4.469, -3.715], [-0.150, 5.592, -4.156], [-0.865, 3.935, -2.981], [1.700, 4.162, -4.798], [0.532, 2.776, -4.797], [1.544, 3.144, -3.357], [3.566, -1.017, 1.389], [4.101, -0.319, 0.196], [3.520, 0.660, -0.184], [5.149, -0.745, -0.210], [3.623, -2.093, 1.282], [2.510, -0.766, 1.521], [4.012, -0.607, 2.292], [0.772, 2.984, -0.071], [0.640, 1.314, -0.644], [-0.009, 0.536, 0.485], [-0.220, -1.203, 0.101], [1.672, 0.979, -0.690], [0.051, 1.326, -1.554], [-0.950, 0.876, 0.908], [0.605, 0.588, 1.386], [-5.269, 1.144, 3.813], [-4.748, 0.449, 2.231], [-4.558, 1.581, 1.257], [-3.035, 2.428, 1.584], [-5.511, -0.248, 1.892], [-3.824, -0.093, 2.401], [-5.365, 2.307, 1.180], [-4.505, 1.213, 0.228]],
  "nbo_charge": [-0.4844, 0.5412, -0.3902, -0.3713, 0.2359, 0.2404, 0.2337, -0.4939, 0.5261, -0.3619, -0.3956, 0.2547, 0.2374, 0.2236, -0.4803, 0.5393, -0.3487, -0.4106, 0.2228, 0.2430, 0.2404, -0.4992, 0.5323, -0.3963, -0.3608, 0.2322, 0.2462, 0.2435, -0.4860, 0.5315, -0.3625, -0.3869, 0.2297, 0.2366, 0.2371, -0.4986, 0.5459, -0.3787, -0.3547, 0.2314, 0.2269, 0.2401, -0.0483, -0.4220, -0.3846, -0.1200, 0.2538, 0.2322, 0.2458, 0.2253, -0.0843, -0.3736, -0.4008, -0.0486, 0.2269, 0.2340, 0.2307, 0.2223],
  "lumo_ev": -0.377,
  "charge": 0,
  "relative_energy_kcal_mol": 0.0,
  "max_force_ha_per_bohr": 0.036,
  "homo_ev": -10.528,
  "gap_ev": 10.15
}


{
  "formula": "C10H26F3InLi4O23P2",
  "method": "the ωB97M-V functional and the def2-TZVPD basis",
  "species": ["Li", "Li", "Li", "Li", "In", "C", "C", "C", "O", "C", "C", "C", "O", "O", "O", "H", "H", "C", "O", "O", "C", "F", "F", "F", "C", "C", "H", "H", "H", "H", "H", "H", "P", "O", "O", "O", "O", "P", "O", "O", "O", "O", "O", "H", "H", "O", "H", "H", "O", "H", "H", "O", "H", "H", "O", "H", "H", "O", "H", "H", "O", "H", "H", "O", "H", "H", "O", "H", "H"],
  "positions_angstrom": [[1.074, -1.208, 2.956], [-1.174, -1.750, 0.841], [1.044, -3.033, 0.876], [-0.514, 1.319, -0.568], [-1.774, 1.269, 3.442], [-1.385, -4.422, -3.736], [-0.536, -5.541, -3.703], [0.544, -5.656, -2.675], [1.453, -6.491, -2.797], [0.598, -4.733, -1.622], [-0.300, -3.621, -1.548], [-1.354, -3.419, -2.703], [-2.162, -2.498, -2.672], [-0.300, -2.836, -0.572], [-0.761, -6.448, -4.525], [-2.090, -4.270, -4.538], [1.400, -4.855, -0.904], [-2.586, 3.230, -0.455], [-1.834, 2.711, -1.572], [-1.930, 2.752, 0.605], [-2.813, 4.765, -0.471], [-4.002, 5.130, 0.047], [-1.886, 5.535, 0.106], [-2.877, 5.179, -1.780], [-2.583, 2.367, -2.718], [-1.923, 2.990, -3.972], [-2.174, 2.406, -4.858], [-2.242, 4.030, -4.057], [-0.840, 3.034, -3.849], [-3.613, 2.728, -2.752], [-2.628, 1.290, -2.907], [-3.589, 2.772, -0.504], [-1.225, -2.176, 3.448], [-1.769, -3.386, 4.196], [-2.387, -1.445, 2.728], [-0.234, -2.538, 2.323], [-0.457, -1.134, 4.307], [0.793, 0.301, 1.178], [1.549, -1.095, 1.005], [1.197, 1.482, 0.292], [1.028, 0.760, 2.638], [-0.710, 0.062, 1.028], [1.281, 4.459, 0.447], [1.084, 3.538, 0.201], [0.761, 4.988, -0.166], [-0.298, -0.053, -2.014], [0.619, -0.361, -1.903], [-0.793, -0.842, -2.269], [2.407, -0.949, -1.611], [3.200, -1.485, -1.575], [2.070, -0.916, -0.677], [4.212, -1.243, 0.803], [3.214, -1.214, 0.912], [4.397, -2.062, 0.332], [2.011, 0.302, 5.807], [1.458, -0.489, 5.829], [2.298, 0.366, 4.889], [2.139, 3.232, 3.385], [1.433, 3.844, 3.146], [1.774, 2.339, 3.170], [4.218, -0.115, 3.415], [4.579, -0.659, 2.703], [3.673, 0.548, 2.954], [-2.900, -1.413, -0.176], [-3.588, -0.742, -0.157], [-2.771, -1.627, -1.119], [3.551, 2.229, 1.278], [3.250, 2.896, 1.921], [2.695, 1.876, 0.916]],
  "nbo_charge": [0.8989, 0.8676, 0.9312, 0.8815, 0.9126, -0.3253, 0.3667, 0.4012, -0.5563, -0.3702, 0.4198, 0.4071, -0.6453, -0.7399, -0.5570, 0.2220, 0.1942, 0.3127, -0.5792, -0.8949, 0.9233, -0.3413, -0.3201, -0.3675, -0.0671, -0.6248, 0.1924, 0.1992, 0.2192, 0.1669, 0.1689, 0.1024, 2.4660, -0.8901, -0.9308, -1.3271, -1.1086, 2.5106, -1.3297, -1.2143, -1.2596, -1.2372, -0.9650, 0.5041, 0.4581, -0.9948, 0.5092, 0.4936, -0.9941, 0.4705, 0.5045, -0.9855, 0.5078, 0.4452, -0.9523, 0.4703, 0.4864, -0.9878, 0.4766, 0.5123, -0.9934, 0.4899, 0.4981, -0.9692, 0.4811, 0.5020, -1.0218, 0.4870, 0.4898],
  "lumo_ev": -1.255,
  "charge": -2,
  "max_force_ha_per_bohr": 0.070,
  "homo_ev": -3.336,
  "gap_ev": 2.08
}


{
  "formula": "C10H26InN2O3",
  "method": "the ωB97M-V functional and the def2-TZVPD basis",
  "species": ["In", "C", "O", "C", "C", "N", "C", "C", "O", "C", "H", "H", "H", "H", "H", "H", "H", "H", "H", "H", "H", "H", "H", "H", "H", "C", "C", "C", "O", "C", "N", "H", "H", "H", "H", "H", "H", "H", "H", "H", "H", "H"],
  "positions_angstrom": [[-1.626, 1.008, -0.036], [-4.523, -0.789, 2.707], [-3.140, -0.897, 2.919], [-2.886, -0.991, 4.312], [-1.422, -1.422, 4.551], [-0.589, -0.306, 4.085], [0.781, -0.763, 4.154], [1.611, 0.483, 3.859], [1.462, 0.849, 2.426], [2.463, 1.860, 2.097], [-4.889, 0.175, 3.061], [-5.002, -1.691, 3.086], [-4.475, -0.933, 1.627], [-3.597, -1.648, 4.813], [-3.077, 0.007, 4.705], [-1.200, -2.349, 4.022], [-1.193, -1.684, 5.584], [-0.556, 0.497, 4.697], [0.955, -1.571, 3.443], [1.110, -1.024, 5.159], [2.651, 0.262, 4.101], [1.332, 1.318, 4.501], [2.282, 2.830, 2.559], [2.381, 1.983, 1.017], [3.497, 1.554, 2.259], [3.167, 0.326, -5.396], [1.874, 0.637, -4.612], [0.633, 0.427, -5.445], [-0.566, 0.514, -4.721], [-1.772, 0.108, -5.444], [1.922, -0.202, -3.380], [3.323, 0.937, -6.285], [3.178, -0.688, -5.793], [4.059, 0.442, -4.780], [1.947, 1.685, -4.321], [0.769, -0.600, -5.784], [0.736, 1.089, -6.306], [-2.609, 0.063, -4.747], [-1.624, -0.884, -5.871], [-1.950, 0.830, -6.241], [1.717, -1.166, -3.602], [2.846, -0.277, -2.979]],
  "nbo_charge": [0.9842, -0.2708, -0.4380, -0.0888, -0.2817, -0.3326, -0.2834, -0.0887, -0.4513, -0.2807, 0.2174, 0.2322, 0.1960, 0.2330, 0.2043, 0.2461, 0.2813, 0.3998, 0.2467, 0.2780, 0.2331, 0.2057, 0.2206, 0.1950, 0.2303, -0.6143, -0.0811, -0.0955, -0.3888, -0.2629, -0.5316, 0.2767, 0.2362, 0.2456, 0.2349, 0.1892, 0.2519, 0.2139, 0.2169, 0.2377, 0.3859, 0.3975],
  "lumo_ev": -15.677,
  "charge": 3,
  "relative_energy_kcal_mol": 62.3,
  "max_force_ha_per_bohr": 0.074,
  "homo_ev": -17.419,
  "gap_ev": 1.74
}


{
  "formula": "C10H26NSi",
  "method": "the ωB97M-V functional and the def2-TZVPD basis",
  "species": ["C", "C", "C", "C", "C", "C", "C", "C", "C", "C", "N", "Si", "H", "H", "H", "H", "H", "H", "H", "H", "H", "H", "H", "H", "H", "H", "H", "H", "H", "H", "H", "H", "H", "H", "H", "H", "H", "H"],
  "positions_angstrom": [[-2.596, -2.963, -1.227], [4.079, 2.597, 0.032], [-1.715, 1.083, 2.837], [-2.069, -2.304, 0.012], [3.387, 1.332, -0.516], [-1.023, -0.038, 2.095], [-2.370, -0.798, -0.024], [1.892, 1.166, 0.048], [-1.610, 0.135, 0.703], [0.990, 0.323, -0.758], [1.052, -1.159, -0.567], [0.244, 0.742, -2.450], [-2.376, -2.368, -2.081], [-3.647, -3.025, -1.125], [-2.174, -3.942, -1.464], [5.017, 2.826, -0.429], [3.501, 3.436, -0.020], [4.204, 2.585, 1.189], [-1.425, 1.115, 3.987], [-2.703, 0.943, 2.618], [-1.392, 2.004, 2.357], [-2.417, -2.890, 0.832], [-1.026, -2.481, -0.078], [3.234, 1.208, -1.612], [4.109, 0.496, -0.166], [0.046, -0.023, 2.176], [-1.433, -0.871, 2.712], [-2.622, -0.367, -1.021], [-3.486, -0.834, 0.387], [1.528, 2.187, 0.086], [2.059, 0.881, 1.109], [-1.794, 1.163, 0.219], [2.012, -1.565, -0.552], [0.597, -1.475, 0.312], [0.556, -1.613, -1.366], [-0.564, -0.502, -2.673], [0.732, 1.284, -3.673], [-0.801, 1.711, -1.909]],
  "nbo_charge": [-0.5945, -0.6119, -0.5651, -0.3897, -0.3816, -0.5103, -0.5387, -0.5395, -0.0076, -0.1778, -0.7500, 0.8263, 0.1973, 0.2172, 0.2202, 0.2356, 0.2067, 0.2142, 0.2261, 0.2055, 0.2015, 0.2291, 0.1432, 0.1995, 0.2066, 0.2082, 0.2316, 0.2449, 0.2579, 0.2513, 0.2276, 0.2209, 0.4279, 0.4465, 0.4540, -0.1815, -0.1117, -0.1401],
  "lumo_ev": [-4.727, -3.310],
  "charge": 1,
  "relative_energy_kcal_mol": 68.8,
  "max_force_ha_per_bohr": 0.093,
  "homo_ev": [-10.849, -12.386],
  "gap_ev": [6.12, 9.08]
}


{
  "formula": "C10H27AsO4PdS3SeSi3",
  "method": "the ωB97M-V functional and the def2-TZVPD basis",
  "species": ["Pd", "S", "C", "S", "S", "O", "Se", "O", "O", "O", "C", "Si", "C", "C", "As", "Si", "C", "C", "C", "Si", "C", "C", "C", "H", "H", "H", "H", "H", "H", "H", "H", "H", "H", "H", "H", "H", "H", "H", "H", "H", "H", "H", "H", "H", "H", "H", "H", "H", "H", "H"],
  "positions_angstrom": [[1.845, 0.246, 0.418], [4.963, -2.188, 2.734], [3.818, -1.323, 1.883], [3.376, -1.615, 0.244], [2.917, 0.002, 2.548], [2.897, 1.359, -2.757], [2.316, 2.655, -1.992], [2.549, 4.071, -2.715], [2.530, 2.632, -0.383], [0.536, 2.400, -2.040], [0.022, 0.268, -3.975], [-0.425, 1.950, -3.318], [-0.275, 3.243, -4.658], [-2.151, 1.912, -2.621], [-0.336, -0.953, 0.150], [-0.244, -2.953, 1.378], [0.724, -3.082, 2.964], [-2.008, -3.486, 1.794], [0.443, -4.234, 0.194], [-0.658, 0.709, 1.732], [-2.424, 1.287, 1.322], [0.258, 2.357, 1.803], [-0.768, 0.103, 3.510], [-0.128, 0.187, -5.055], [-0.576, -0.501, -3.481], [1.074, 0.081, -3.746], [-0.889, 2.994, -5.530], [0.769, 3.320, -4.973], [-0.580, 4.222, -4.283], [-2.879, 1.631, -3.389], [-2.441, 2.882, -2.210], [-2.193, 1.169, -1.820], [0.190, -2.615, 3.793], [1.716, -2.630, 2.890], [0.861, -4.142, 3.209], [-2.450, -2.841, 2.557], [-1.991, -4.511, 2.186], [-2.652, -3.467, 0.912], [1.515, -4.063, 0.067], [-0.041, -4.176, -0.782], [0.294, -5.241, 0.599], [-2.436, 1.851, 0.384], [-2.821, 1.942, 2.108], [-3.089, 0.427, 1.211], [0.240, 2.882, 0.847], [1.293, 2.300, 2.132], [-0.311, 2.944, 2.537], [-1.505, -0.696, 3.614], [-1.077, 0.945, 4.141], [0.201, -0.255, 3.866]],
  "nbo_charge": [0.5578, -0.2647, -0.5341, -0.1403, -0.1857, -1.0519, 2.7629, -1.0528, -1.0702, -1.1590, -1.1678, 1.9222, -1.1469, -1.1440, -0.5629, 1.4090, -1.1382, -1.1228, -1.1309, 1.3348, -1.1237, -1.1326, -1.1351, 0.2154, 0.2423, 0.2850, 0.2121, 0.2532, 0.2316, 0.2175, 0.2285, 0.2559, 0.2271, 0.2734, 0.2182, 0.2238, 0.2117, 0.2254, 0.2614, 0.2263, 0.2087, 0.2270, 0.2034, 0.2197, 0.2599, 0.2510, 0.2132, 0.2175, 0.2137, 0.2540],
  "lumo_ev": [4.747, 4.468],
  "charge": -2,
  "relative_energy_kcal_mol": 0.0,
  "spin_multiplicity": 3,
  "max_force_ha_per_bohr": 0.020,
  "homo_ev": [-1.054, -2.142],
  "gap_ev": [5.80, 6.61]
}


{
  "formula": "C10H27BClNbO6P",
  "method": "the ωB97M-V functional and the def2-TZVPD basis",
  "species": ["C", "B", "O", "Nb", "Cl", "P", "C", "O", "H", "H", "H", "H", "H", "H", "H", "H", "H", "H", "H", "O", "C", "O", "C", "C", "C", "H", "H", "H", "H", "H", "H", "H", "H", "O", "C", "O", "C", "C", "C", "H", "H", "H", "H", "H", "H", "H", "H"],
  "positions_angstrom": [[-2.265, 5.869, -0.386], [-1.240, 4.786, -0.898], [-1.325, 4.430, -2.242], [0.450, 3.793, 0.368], [2.114, 3.382, -1.325], [1.331, 2.063, 2.054], [1.206, 0.318, 1.497], [0.396, 2.036, 3.440], [-3.123, 5.970, -1.062], [-2.609, 5.585, 0.611], [-1.791, 6.853, -0.285], [-1.503, 3.486, -2.324], [-0.756, 2.486, -0.143], [-0.701, 4.141, 1.729], [1.136, 5.466, 0.845], [0.465, -0.174, 2.123], [0.865, 0.265, 0.463], [2.155, -0.216, 1.606], [-0.506, 2.266, 3.186], [-1.647, -0.537, -0.473], [-2.088, -1.168, 0.445], [-1.220, -1.767, 1.294], [-1.628, -2.416, 2.497], [-2.073, -3.844, 2.261], [-3.577, -1.359, 0.646], [-2.391, -1.829, 3.012], [-0.735, -2.395, 3.121], [-2.956, -3.890, 1.621], [-2.313, -4.324, 3.210], [-1.273, -4.405, 1.778], [-3.903, -2.169, -0.008], [-4.065, -0.442, 0.327], [-3.876, -1.592, 1.663], [3.813, -3.776, -0.161], [3.498, -2.943, -0.971], [2.196, -2.645, -1.115], [1.732, -1.616, -2.006], [1.568, -2.136, -3.418], [4.529, -2.277, -1.861], [2.375, -0.739, -1.960], [0.764, -1.314, -1.608], [2.518, -2.463, -3.845], [1.158, -1.350, -4.053], [0.884, -2.985, -3.426], [4.736, -2.950, -2.694], [5.439, -2.164, -1.279], [4.235, -1.311, -2.258]],
  "nbo_charge": [-1.0666, 0.7226, -0.9758, 0.7738, -0.4877, 0.6315, -0.9648, -1.0040, 0.1968, 0.2424, 0.2380, 0.5060, -0.2985, -0.3205, -0.3687, 0.2301, 0.2412, 0.2120, 0.4911, -0.5600, 0.8003, -0.5048, -0.0700, -0.6364, -0.7427, 0.1728, 0.2047, 0.2022, 0.2120, 0.2236, 0.2359, 0.2510, 0.2137, -0.5916, 0.8011, -0.4985, -0.0836, -0.6335, -0.7428, 0.1863, 0.2270, 0.1968, 0.2221, 0.2119, 0.2343, 0.2437, 0.2252],
  "lumo_ev": 2.411,
  "charge": -1,
  "max_force_ha_per_bohr": 0.041,
  "homo_ev": -4.010,
  "gap_ev": 6.42
}